C19H30Br3NO11 | wB97M-V/def2-TZVPD

Results
LUMO   -0.4 eV
Electronic energy   -254326.6883 eV
HOMO-LUMO gap   9.72 eV

```
! RIJCOSX wB97M-V def2-TZVPD def2/J DEFGRID3
* xyz 0 1
C 4.293 -0.163 -4.827
C 3.028 -0.569 -5.231
C 1.907 0.120 -4.789
C 2.063 1.189 -3.946
C 3.312 1.711 -3.643
C 4.428 1.009 -4.093
N 0.870 1.930 -3.502
O -0.215 1.412 -3.700
O 1.037 3.007 -2.975
H 5.186 -0.734 -5.044
H 2.945 -1.511 -5.759
H 0.922 -0.235 -5.055
H 3.413 2.620 -3.075
H 5.363 1.444 -3.756
C 4.133 3.999 3.148
C 3.450 2.828 2.475
O 3.819 1.586 3.062
C 3.048 1.138 4.051
O 2.007 1.622 4.408
O 3.621 0.049 4.557
C 2.934 -0.600 5.624
H 4.218 4.802 2.420
H 5.127 3.675 3.464
H 3.601 4.324 4.040
H 3.742 2.790 1.428
H 2.368 2.953 2.507
H 2.106 -0.006 5.985
H 3.668 -0.832 6.397
H 2.601 -1.586 5.287
C -0.634 2.524 1.095
C -0.779 1.010 1.004
O 0.029 0.594 -0.085
C -0.186 -0.610 -0.604
O -0.919 -1.451 -0.158
O 0.532 -0.685 -1.716
C 0.453 -1.854 -2.493
H -0.915 2.984 2.038
H -1.236 3.013 0.324
H 0.403 2.776 0.860
H -1.822 0.765 0.817
H -0.449 0.555 1.938
H 0.461 -2.754 -1.877
H 1.336 -1.909 -3.126
H -0.426 -1.886 -3.137
C -5.623 0.628 -0.462
C -4.556 -0.469 -0.427
O -4.876 -1.492 0.511
C -4.882 -1.245 1.807
O -4.828 -0.162 2.332
O -4.974 -2.417 2.436
C -5.014 -2.372 3.862
H -5.607 1.203 -1.385
H -5.486 1.297 0.383
H -6.604 0.163 -0.332
H -3.623 0.013 -0.129
H -4.437 -0.997 -1.365
H -4.987 -1.362 4.253
H -4.140 -2.923 4.226
H -5.881 -2.925 4.218
C -1.726 -5.647 -2.855
Br -2.907 -7.163 -2.717
Br -2.077 -4.376 -1.429
Br -1.903 -4.816 -4.578
H -0.714 -5.978 -2.684
*
```

The molecule's Löwdin atomic charges, reported in e, are given here: number 1, C, carries -0.0693; number 2, C, carries -0.0668; number 3, C, carries -0.0296; number 4, C, carries -0.1525; number 5, C, carries 0.0062; number 6, C, carries -0.0646; number 7, N, carries -0.3422; number 8, O, carries 0.0747; number 9, O, carries 0.0830; number 10, H, carries 0.1070; number 11, H, carries 0.1099; number 12, H, carries 0.1218; number 13, H, carries 0.1173; number 14, H, carries 0.1080; number 15, C, carries -0.0573; number 16, C, carries -0.2242; number 17, O, carries 0.0406; number 18, C, carries -0.6021; number 19, O, carries 0.1178; number 20, O, carries 0.0109; number 21, C, carries -0.0338; number 22, H, carries 0.0773; number 23, H, carries 0.0836; number 24, H, carries 0.0785; number 25, H, carries 0.1225; number 26, H, carries 0.1069; number 27, H, carries 0.0878; number 28, H, carries 0.0931; number 29, H, carries 0.0953; number 30, C, carries -0.0518; number 31, C, carries -0.2026; number 32, O, carries 0.0373; number 33, C, carries -0.5974; number 34, O, carries 0.1051; number 35, O, carries -0.0009; number 36, C, carries -0.0668; number 37, H, carries 0.0795; number 38, H, carries 0.0791; number 39, H, carries 0.0676; number 40, H, carries 0.1040; number 41, H, carries 0.1294; number 42, H, carries 0.0693; number 43, H, carries 0.0816; number 44, H, carries 0.0918; number 45, C, carries -0.0601; number 46, C, carries -0.1913; number 47, O, carries 0.0339; number 48, C, carries -0.6068; number 49, O, carries 0.1184; number 50, O, carries 0.0117; number 51, C, carries -0.0364; number 52, H, carries 0.0756; number 53, H, carries 0.0675; number 54, H, carries 0.0849; number 55, H, carries 0.1010; number 56, H, carries 0.1238; number 57, H, carries 0.0872; number 58, H, carries 0.0948; number 59, H, carries 0.0911; number 60, C, carries -1.6296; number 61, Br, carries 0.5646; number 62, Br, carries 0.6100; number 63, Br, carries 0.5643; number 64, H, carries -0.0294

=====

C5H12N2S | wB97M-V/def2-TZVPD

Results
LUMO   0.6 eV
Structure (SMILES)   CCN(S)/C(C)=N\C
Electronic energy   -19191.5377 eV
HOMO-LUMO gap   9.27 eV

```
! RIJCOSX wB97M-V def2-TZVPD def2/J DEFGRID3
* xyz 0 1
C -0.157 -2.016 -1.055
C -1.009 -0.834 -0.440
N -0.475 0.559 -0.521
S 0.058 1.152 -2.043
C 0.571 0.852 0.558
C 1.902 1.339 0.053
N 0.197 0.895 1.766
C -1.233 0.819 2.043
H -0.173 -2.198 -2.249
H 1.104 -2.102 -0.755
H -0.585 -2.965 -0.535
H -1.195 -1.065 0.644
H -1.926 -0.805 -1.069
H 0.769 0.016 -2.518
H 1.778 2.219 -0.627
H 2.269 0.474 -0.512
H 2.762 1.412 0.745
H -1.581 -0.325 2.001
H -1.328 1.158 3.264
H -1.747 1.414 1.249
*
```

The molecule's Löwdin atomic charges, reported in e, are given here: number 1, C, carries -0.1533; number 2, C, carries -0.3071; number 3, N, carries -0.4802; number 4, S, carries 0.7723; number 5, C, carries -0.4338; number 6, C, carries -0.1099; number 7, N, carries -0.0012; number 8, C, carries -0.1621; number 9, H, carries 0.0875; number 10, H, carries 0.1332; number 11, H, carries 0.0726; number 12, H, carries 0.0734; number 13, H, carries 0.1125; number 14, H, carries -0.0886; number 15, H, carries 0.0513; number 16, H, carries 0.0535; number 17, H, carries 0.0876; number 18, H, carries 0.0809; number 19, H, carries 0.1327; number 20, H, carries 0.0787

=====

Q: The lowest HOMO-LUMO gap belongs to which entry?
A: C5H12N2S

=====

Q: LUMO of number 1 (C19H30Br3NO11)?
A: -0.4 eV